No. 1
Molecular formula: C46H101N5O3
Method: DFT, the ωB97M-V functional and the def2-TZVPD basis

Properties
HOMO-LUMO gap, eV: 9.48
Multiplicity: 1
Charge: +4
LUMO energy, hartree: -0.258
Relative energy (zero: lowest compared OMol25 entry of this formula, charge and spin), eV: 0.000
Highest occupied orbital energy, eV: -16.50

Each line ends with the Mulliken charge.
Geometry (Å):
C 29.332250 -2.312270 -18.140210  -1.29
C 29.119200 -1.145890 -17.144640  -0.37
C 28.705040 -1.609040 -15.685960  -0.03
N 28.650400 -0.409950 -14.626490  0.26
C 30.016690 0.414540 -14.535280  -0.24
C 29.974230 1.408830 -13.386710  -0.77
C 29.612380 0.744270 -12.068540  -0.70
C 28.307890 -0.056720 -12.138340  -0.86
C 28.346860 -1.099350 -13.283500  -0.17
C 27.603980 0.595630 -15.114110  -1.04
H 30.270370 -2.867180 -18.129990  0.14
H 29.408130 -1.791080 -19.094520  0.53
H 28.459250 -2.956030 -18.247600  0.33
H 28.352100 -0.479130 -17.538460  0.39
H 30.055010 -0.593360 -17.060540  0.16
H 29.635000 -2.067930 -15.350260  -0.48
H 27.802530 -2.208030 -15.564310  0.68
H 30.814860 -0.293140 -14.311180  -0.03
H 30.247750 0.929760 -15.467630  0.51
H 30.936510 1.913280 -13.299290  0.43
H 29.244620 2.204600 -13.536770  0.34
H 30.439580 0.163780 -11.660060  0.27
H 29.527250 1.564470 -11.355710  0.44
H 28.200480 -0.607610 -11.203960  0.42
H 27.411990 0.548100 -12.278520  0.39
H 29.185730 -1.759710 -13.063690  0.07
H 27.353360 -1.523400 -13.429230  0.33
H 27.449430 1.356800 -14.349370  0.55
H 26.703650 0.013500 -15.310640  0.30
H 27.919540 1.108040 -16.022930  0.33
C 25.045970 -4.896080 -13.137500  -1.18
C 25.750410 -5.599980 -11.997480  -0.37
C 26.542860 -6.824650 -12.556790  -0.18
N 27.313050 -7.649960 -11.509250  0.10
C 28.109810 -8.630370 -12.442150  -0.15
C 29.124360 -9.433610 -11.588570  -0.85
C 30.086460 -8.473440 -10.786030  -0.43
C 29.258450 -7.491540 -9.880680  -0.92
C 28.190780 -6.730720 -10.676410  -0.09
C 26.392740 -8.438670 -10.490530  -0.84
H 24.495150 -4.021040 -12.792560  0.44
H 24.207710 -5.471250 -13.530690  0.34
H 25.739480 -4.576050 -13.915140  0.13
H 25.115140 -5.990110 -11.202290  0.35
H 26.469520 -4.931510 -11.524070  0.26
H 27.298550 -6.534450 -13.286730  -0.18
H 25.904060 -7.566050 -13.036760  0.55
H 28.835410 -8.102200 -13.060740  0.02
H 27.427220 -9.277090 -12.993450  0.42
H 29.843880 -10.000180 -12.179670  0.42
H 28.725940 -10.164830 -10.885230  0.40
H 30.871800 -7.958820 -11.339660  0.08
H 30.616490 -9.220730 -10.195510  0.42
H 29.909230 -6.644830 -9.662360  0.44
H 28.985330 -8.018640 -8.966530  0.39
H 28.715210 -6.151270 -11.436220  -0.09
H 27.544970 -6.095450 -10.070220  0.50
H 25.606390 -7.780270 -10.121390  0.34
H 27.031800 -8.768950 -9.671620  0.40
H 25.836650 -9.221910 -11.005700  0.33
C 33.611940 -5.991740 -12.368000  -1.51
C 34.585460 -5.622550 -11.249770  0.30
C 35.971410 -6.407070 -11.181130  -0.73
N 36.760710 -5.878150 -9.943560  -0.14
C 38.074000 -6.670210 -9.921760  -0.66
C 38.999100 -6.351480 -11.174240  -0.65
C 39.259000 -4.841200 -11.294100  -0.99
C 37.990620 -3.984960 -11.065650  -0.01
C 37.063430 -4.375680 -9.877380  -0.72
C 35.919330 -6.253420 -8.673130  -0.98
H 33.300140 -7.004580 -12.112990  0.53
H 34.069230 -6.065260 -13.354700  0.16
H 32.768460 -5.301800 -12.393100  0.31
H 34.049400 -5.909990 -10.345270  0.17
H 34.682960 -4.538040 -11.299070  0.05
H 36.512560 -6.318300 -12.123140  0.39
H 35.772300 -7.465410 -11.012660  0.31
H 37.729450 -7.692310 -9.764630  0.52
H 38.529820 -6.304540 -9.001640  0.46
H 38.594960 -6.608520 -12.153370  0.26
H 39.904160 -6.956790 -11.123550  0.50
H 39.845390 -4.455170 -12.127900  0.45
H 39.892900 -4.640580 -10.430360  0.35
H 37.442470 -4.022710 -12.007040  -0.20
H 38.130880 -2.930420 -10.828240  0.51
H 36.130330 -3.826600 -9.751140  0.56
H 37.602990 -4.264540 -8.936840  0.49
H 34.986780 -5.700160 -8.561910  0.36
H 36.501930 -6.132880 -7.759810  0.43
H 35.672300 -7.315050 -8.669520  0.41
C 34.556310 -2.001790 -12.542080  -1.46
C 33.850550 -2.361730 -13.832690  1.40
C 34.871950 -2.550010 -14.976940  -1.15
N 34.271670 -2.818420 -16.375430  0.46
C 33.739530 -4.296650 -16.396960  -0.28
C 33.576020 -4.864480 -17.898390  -0.81
C 34.743250 -4.467190 -18.884910  -0.75
C 35.211660 -3.029060 -18.839100  -0.76
C 35.478170 -2.498660 -17.372310  -0.61
C 33.123710 -1.838380 -16.699990  -1.05
H 33.927590 -2.028700 -11.652090  0.44
H 34.994830 -1.004120 -12.563630  0.53
H 35.320720 -2.758060 -12.363640  0.02
H 33.159500 -1.553370 -14.071640  -0.20
H 33.312210 -3.297290 -13.680920  -0.35
H 35.619090 -3.330440 -14.832660  0.52
H 35.494960 -1.659350 -15.058690  0.40
H 34.404940 -5.067940 -16.009080  0.34
H 32.822010 -4.372610 -15.813450  0.17
H 33.528130 -5.951080 -17.826930  0.53
H 32.611990 -4.578840 -18.319290  0.22
H 35.637710 -5.064240 -18.707220  0.33
H 34.506430 -4.722190 -19.917870  0.40
H 36.138580 -3.098520 -19.408380  0.39
H 34.551660 -2.312960 -19.328690  0.36
H 36.302050 -3.077120 -16.954320  0.47
H 35.726340 -1.438680 -17.318100  0.43
H 32.777170 -1.941240 -17.728310  0.48
H 33.512420 -0.834720 -16.527760  0.35
H 32.283190 -2.130770 -16.070600  0.22
C 27.309110 -5.040050 -16.680920  -1.32
C 26.575040 -6.382620 -16.424700  0.85
C 25.862660 -6.904280 -17.744270  -1.29
N 24.837150 -8.034330 -17.452850  0.22
C 24.125750 -8.280470 -18.798180  -0.61
C 23.225720 -9.561160 -18.715670  -0.66
C 23.994320 -10.719580 -18.132060  -0.76
C 24.637220 -10.522760 -16.721550  -0.75
C 25.500310 -9.278320 -16.789510  -0.39
C 23.751230 -7.546920 -16.434860  -0.78
H 28.024540 -5.054690 -17.503140  0.56
H 27.972000 -4.836730 -15.839880  -0.15
H 26.757480 -4.107450 -16.799490  0.53
H 25.911400 -6.275630 -15.566660  -0.37
H 27.317620 -7.132690 -16.152530  0.28
H 26.584730 -7.337870 -18.436160  0.46
H 25.448270 -6.049320 -18.278520  0.43
H 24.917970 -8.214470 -19.543920  0.47
H 23.489900 -7.434920 -19.060560  0.40
H 22.742450 -9.918200 -19.625100  0.43
H 22.352230 -9.466080 -18.070630  0.31
H 24.754380 -10.960860 -18.875160  0.30
H 23.314670 -11.571530 -18.150990  0.45
H 25.265930 -11.346070 -16.382450  0.45
H 23.854800 -10.441230 -15.967050  0.31
H 26.400690 -9.457040 -17.377290  0.44
H 25.820550 -8.959010 -15.797750  0.19
H 23.405900 -6.564190 -16.755930  0.28
H 24.290320 -7.471950 -15.490480  0.20
H 22.967380 -8.301410 -16.501400  0.48
O 29.894760 -6.030160 -14.229090  -0.47
C 29.772470 -4.759790 -13.891560  0.22
O 28.790210 -4.220480 -13.440310  -0.38
O 30.842410 -4.184900 -14.268470  -0.55
H 30.776140 -5.778750 -14.514670  0.31

Forces on atoms 1 to 2 (eV/Å):
-0.3 1.1 -0.7
-0.8 -0.8 1.2



No. 2
Molecular formula: C46H111N5O12
Method: DFT, the ωB97M-V functional and the def2-TZVPD basis

Properties
HOMO-LUMO gap, eV: 7.99
Multiplicity: 1
Charge: 0
SMILES: CC1(C)CCCC(C)(C)N1O.CC1(C)CCCC(C)(C)N1O.CC1(C)CCCC(C)(C)N1O.CC1(C)CCCC(C)(C)N1O.CC1(C)CCCC(C)(C)N1O.CO.O.O.O.O.O.O
LUMO energy, hartree: -0.005
Highest occupied orbital energy, eV: -8.14

Each line ends with the Mulliken charge.
Geometry (Å):
C -2.895324 -27.598309 32.165137  -1.43
C -1.799288 -28.420194 33.014174  1.39
C -1.948219 -28.005530 34.492725  -1.77
C -2.169211 -29.961412 32.956827  -1.10
C -1.128522 -30.932665 33.466556  -0.76
C 0.287715 -30.673147 32.875636  -1.19
C 0.627652 -29.183705 32.823333  1.74
C 1.071820 -28.680031 34.275961  -1.47
C 1.743485 -29.064511 31.756663  -2.29
N -0.468904 -28.331274 32.397063  -0.04
O -0.120909 -27.049146 32.172613  0.08
H -3.074764 -28.076203 31.202061  0.36
H -3.906538 -27.494581 32.558559  0.42
H -2.540807 -26.594432 31.931371  0.07
H -1.647184 -28.696013 35.280574  0.29
H -1.271128 -27.161252 34.622521  0.32
H -2.954837 -27.694775 34.772449  0.46
H -3.079098 -30.310423 33.445095  0.36
H -2.336938 -30.194292 31.905288  0.42
H -1.083294 -30.853915 34.552764  0.31
H -1.389257 -31.962245 33.221442  0.42
H 0.220063 -31.120529 31.883994  0.45
H 1.011772 -31.304582 33.390552  0.38
H 2.050011 -29.028605 34.607230  0.43
H 0.346611 -29.021434 35.014613  0.29
H 1.098997 -27.590424 34.264678  0.18
H 1.507042 -29.494316 30.783285  0.48
H 2.618111 -29.638261 32.063158  0.47
H 2.054505 -28.054175 31.490974  0.40
H 0.072065 -27.091414 31.233165  0.30
C 3.019580 -23.938418 17.600404  -2.07
C 2.704616 -24.226735 19.072871  1.75
C 1.334147 -24.988476 19.355811  -1.28
C 3.858321 -25.075746 19.539241  -1.86
C 4.056099 -25.185659 21.109750  0.28
C 3.967792 -23.765947 21.829553  -0.35
C 2.785642 -22.897801 21.337039  1.69
C 1.490317 -23.467945 21.961109  -1.49
C 3.238897 -21.524572 21.837877  -1.90
N 2.723398 -22.929123 19.852715  0.10
O 1.962318 -21.931658 19.315357  -0.47
H 3.918091 -23.332153 17.485419  0.46
H 3.066525 -24.843131 16.994279  0.38
H 2.170543 -23.406834 17.170693  0.41
H 1.223978 -25.635916 20.225743  0.15
H 0.590599 -24.221938 19.137560  0.34
H 0.987465 -25.757512 18.665537  0.45
H 3.794071 -26.083895 19.129836  0.51
H 4.776780 -24.731584 19.063774  0.49
H 3.373311 -25.988389 21.388153  -0.90
H 4.946416 -25.691798 21.482937  0.76
H 4.970724 -23.339998 21.857893  0.69
H 3.813091 -24.007462 22.881146  -0.56
H 1.369094 -22.992865 22.934610  0.41
H 1.474464 -24.556852 22.007333  0.39
H 0.580583 -23.268132 21.394932  0.24
H 2.658485 -20.702438 21.419162  0.39
H 4.241068 -21.197987 21.560193  0.42
H 3.279588 -21.543182 22.926956  0.31
H 1.122619 -22.374230 19.458996  0.45
C 1.375000 -29.805400 25.696635  -2.12
C 0.522995 -29.415927 24.448235  1.69
C -0.910816 -29.184127 24.834873  -1.85
C 1.168139 -28.031295 24.018539  -1.08
C 0.955635 -27.702250 22.588964  1.13
C 1.280356 -28.807874 21.615437  -2.05
C 0.670113 -30.147159 21.944468  2.26
C -0.763999 -30.002698 21.472023  -1.59
C 1.409698 -31.164228 21.153716  -2.16
N 0.781237 -30.431361 23.377038  0.13
O 0.206055 -31.709911 23.718855  -0.46
H 0.947911 -29.271861 26.545770  0.46
H 1.171628 -30.831013 26.004627  0.44
H 2.459105 -29.694078 25.717596  0.30
H -1.425915 -28.536712 24.125204  0.32
H -1.486798 -30.085924 25.042452  0.43
H -1.077050 -28.709998 25.802175  0.45
H 0.729820 -27.193852 24.561370  0.86
H 2.241735 -27.987732 24.201812  -0.15
H -0.111262 -27.500388 22.493641  0.35
H 1.530948 -26.866217 22.191258  -1.43
H 2.369405 -28.771589 21.587911  0.45
H 0.998543 -28.525244 20.601142  0.54
H -1.331351 -30.881851 21.777460  0.35
H -0.906780 -29.733049 20.425599  0.42
H -1.306249 -29.241436 22.032870  0.37
H 1.839215 -30.914375 20.183569  0.35
H 0.907727 -32.129406 21.086197  0.36
H 2.316106 -31.434434 21.695481  0.49
H -0.717527 -31.599456 23.481389  0.37
C 5.238204 -24.567117 29.198525  -1.17
C 3.919093 -25.041154 28.546921  1.96
C 3.104366 -25.679842 29.729490  -2.29
C 3.143925 -23.752347 27.953136  -0.70
C 3.933522 -23.145779 26.730871  -0.62
C 4.145761 -24.238839 25.696918  -1.25
C 4.815204 -25.583571 26.181873  2.62
C 4.587968 -26.644634 25.115002  -2.12
C 6.361411 -25.263019 26.334439  -2.10
N 4.220806 -26.040374 27.504382  0.37
O 4.904079 -27.106832 27.984352  -0.13
H 5.127343 -23.920976 30.069340  0.59
H 5.750745 -23.931037 28.476857  -0.33
H 5.996682 -25.337560 29.337215  0.03
H 2.207042 -26.182005 29.367891  0.54
H 2.762694 -24.990008 30.501167  0.44
H 3.724452 -26.344653 30.330822  0.39
H 2.164182 -24.082341 27.607740  0.22
H 2.907713 -22.951405 28.653712  0.13
H 4.840006 -22.673172 27.109082  -0.28
H 3.444427 -22.356574 26.159859  0.67
H 4.852685 -23.837537 24.970752  0.50
H 3.192452 -24.420703 25.200699  0.09
H 3.515547 -26.806609 25.006515  0.39
H 5.083607 -26.401023 24.175272  0.19
H 5.123511 -27.537476 25.437680  0.62
H 6.647504 -24.327371 26.814865  0.43
H 6.943838 -26.064008 26.789742  0.26
H 6.884750 -25.137529 25.386562  0.52
H 4.360210 -27.897689 27.965611  0.25
C 1.633128 -22.004847 31.272209  -1.92
C 0.669179 -22.176629 32.456896  2.07
C 1.163417 -23.251715 33.437281  -2.02
C 0.770807 -20.830156 33.235576  -1.31
C -0.131617 -19.716568 32.757064  -0.57
C -1.558724 -20.335021 32.620068  -1.40
C -1.696848 -21.506251 31.620412  1.44
C -3.148431 -21.967315 31.827587  -1.92
C -1.599802 -20.978184 30.196948  -1.68
N -0.761164 -22.491925 32.075722  -0.12
O -0.811006 -23.707996 31.433536  0.44
H 1.248640 -21.166034 30.691988  0.41
H 2.680301 -21.758098 31.447236  0.57
H 1.634239 -22.921004 30.681656  -0.03
H 1.158539 -24.188190 32.879527  0.24
H 2.113957 -23.079374 33.942115  0.38
H 0.437140 -23.300384 34.248600  0.52
H 0.410972 -20.977928 34.253793  0.40
H 1.776324 -20.412045 33.282921  0.36
H -0.242813 -18.982748 33.555336  0.41
H 0.175538 -19.342445 31.780439  0.34
H -2.122457 -19.469713 32.271445  0.41
H -1.988778 -20.596497 33.586915  0.44
H -3.863160 -21.312799 31.328727  0.39
H -3.465450 -22.348279 32.798393  0.37
H -3.176567 -22.874867 31.224555  0.46
H -1.801881 -21.800779 29.510947  0.39
H -0.650190 -20.567680 29.853669  0.29
H -2.399339 -20.253203 30.044464  0.47
H -1.219463 -24.191548 32.155288  0.15
C 6.003129 -21.138607 29.780873  -0.23
O 6.565989 -19.780226 29.837171  -0.59
H 4.915472 -21.138780 29.852416  0.15
H 6.316011 -21.674479 28.884753  0.07
H 6.398579 -21.729106 30.607322  0.31
H 6.347921 -19.338084 29.013424  0.31
O 6.190049 -20.317161 26.439026  -0.58
H 6.784879 -19.626617 26.146509  0.29
H 6.616194 -21.130910 26.169888  0.27
O -0.846207 -24.643986 28.772547  -0.67
H -1.025279 -24.567992 29.709769  0.30
H 0.050816 -24.325126 28.672984  0.35
O 8.617358 -22.424913 25.906323  -0.61
H 9.025300 -22.948583 25.216699  0.33
H 8.944476 -21.537474 25.759050  0.25
O 7.116516 -28.369615 29.668151  -0.66
H 6.284216 -28.030401 29.338849  0.35
H 7.748810 -27.675260 29.482890  0.32
O 9.617794 -25.795434 24.634369  -0.64
H 10.471787 -26.205491 24.771457  0.29
H 9.146995 -26.405533 24.066597  0.31
O 9.610676 -24.560076 27.160822  -0.64
H 9.751337 -23.656870 26.876784  0.36
H 9.495862 -25.052178 26.347869  0.33

Forces on atoms 1 to 2 (eV/Å):
1.2 -0.6 -0.3
-2.3 -1.8 0.5



Table of calculated total energy (hartree), in record order: -2311.46715 -2995.52516